<P>
Density functional theory data (wB97M-V/def2-TZVPD) for 6 unconnected molecules or ions with the total composition C6H25NO6.

Output
- Orbital gap: 9.93 eV
- SMILES: CC(C)CNCCO.O.O.O.O.O
- HOMO energy: -0.3583 Eh
- Molar mass: 207.27 g/mol

```
! RIJCOSX wB97M-V def2-TZVPD def2/J DEFGRID3
* xyz 0 1
C -0.558 -2.594 0.386
C -0.243 -1.024 0.294
C -1.549 -0.195 0.291
C 0.701 -0.611 1.465
N 0.928 0.926 1.397
C 1.719 1.209 0.094
C 1.521 2.729 -0.194
O 2.483 3.475 0.481
H -0.884 -2.849 1.344
H 0.430 -3.220 0.127
H -1.375 -2.766 -0.389
H 0.171 -0.813 -0.739
H -1.402 0.804 0.642
H -2.206 -0.556 1.081
H -1.910 -0.080 -0.799
H 0.238 -0.804 2.421
H 1.658 -1.139 1.416
H 1.546 1.145 2.248
H 2.837 1.092 0.170
H 1.507 0.500 -0.681
H 0.435 2.970 0.182
H 1.709 3.133 -1.166
H 2.661 3.094 1.408
O -0.911 2.391 2.934
H -0.698 1.803 2.205
H -1.628 2.997 2.499
O -1.240 -1.369 4.066
H -0.988 -0.471 4.249
H -0.458 -1.883 3.870
O 0.388 -2.750 -2.563
H -0.471 -2.901 -3.082
H 0.842 -3.510 -2.618
O -0.147 -0.876 -4.320
H 0.535 -1.629 -4.199
H -0.403 -0.630 -3.392
O -2.087 1.387 -3.571
H -1.559 0.796 -4.044
H -1.590 2.221 -3.515
*
```

=====

<Q>
Density functional theory data (wB97M-V/def2-TZVPD) for 6 unconnected molecules or ions with the total composition C6H25NO6.

Output
- Orbital gap: 9.27 eV
- SMILES: CC(C)NCCCO.O.O.O.O.O
- HOMO energy: -0.3249 Eh
- Molar mass: 207.27 g/mol

```
! RIJCOSX wB97M-V def2-TZVPD def2/J DEFGRID3
* xyz 0 1
C 2.278 1.718 -0.613
C 1.176 2.392 -1.479
C 1.482 2.623 -2.962
N 0.139 1.219 -1.403
C -1.094 1.591 -0.582
C -0.804 2.126 0.812
C -1.189 1.143 1.904
O -0.573 1.264 3.101
H 1.848 1.056 0.157
H 2.910 1.038 -1.085
H 2.826 2.395 0.049
H 0.687 3.326 -0.987
H 0.772 2.641 -3.832
H 2.321 1.978 -3.218
H 1.814 3.737 -2.860
H -0.236 0.791 -2.215
H -1.790 0.765 -0.663
H -1.617 2.413 -1.261
H 0.237 2.154 0.891
H -1.246 3.110 0.909
H -1.274 0.097 1.622
H -2.278 1.452 2.275
H 0.371 0.962 2.891
O 0.418 -1.237 -0.296
H 0.985 -1.194 -1.023
H 0.214 -0.343 -0.068
O -2.720 -1.119 -0.776
H -3.354 -1.796 -0.998
H -1.972 -1.580 -0.509
O -1.080 -3.376 -1.057
H -0.955 -3.555 -0.132
H -0.590 -2.599 -1.164
O 1.305 -3.829 -0.083
H 0.591 -4.191 -0.538
H 1.158 -2.806 -0.150
O 0.701 -2.074 3.191
H 0.802 -2.850 2.686
H 1.308 -2.127 3.919
*
```

=====

Which structure is the most stable? The one labeled <P>.

=====

<P>
Density functional theory data (wB97M-V/def2-TZVPD) for a molecular structure, C39H91N13O13.

Output
- Orbital gap: 8.45 eV
- HOMO energy: -0.3024 Eh
- Molar mass: 950.23 g/mol

```
! RIJCOSX wB97M-V def2-TZVPD def2/J DEFGRID3
* xyz 0 1
C -6.346 -0.281 -4.202
O -6.554 -0.781 -5.298
N -5.593 -0.816 -3.226
C -5.325 0.017 -2.046
C -4.835 -2.032 -3.302
H -6.837 0.664 -3.917
H -5.679 -0.387 -1.094
H -5.869 0.959 -2.102
H -4.245 0.184 -2.006
H -4.881 -2.580 -2.362
H -5.118 -2.658 -4.144
H -3.786 -1.740 -3.441
C -1.473 -3.804 1.232
O -2.379 -3.367 1.921
N -1.549 -3.988 -0.111
C -0.420 -4.455 -0.880
C -2.770 -3.676 -0.847
H -0.435 -3.967 1.567
H -0.735 -5.149 -1.655
H 0.285 -4.964 -0.214
H 0.209 -3.654 -1.285
H -2.661 -2.690 -1.303
H -2.995 -4.520 -1.493
H -3.576 -3.502 -0.132
C 2.560 -1.823 -0.846
O 2.157 -2.083 0.285
N 3.023 -2.716 -1.723
C 3.534 -2.252 -2.989
C 3.184 -4.123 -1.412
H 2.537 -0.783 -1.208
H 3.343 -1.195 -3.147
H 3.211 -2.814 -3.871
H 4.617 -2.437 -3.031
H 4.134 -4.471 -1.813
H 3.162 -4.324 -0.342
H 2.366 -4.715 -1.825
C 2.978 -3.012 -6.442
O 4.003 -3.271 -5.833
N 1.886 -2.496 -5.849
C 0.715 -2.067 -6.604
C 1.886 -2.126 -4.443
H 2.845 -3.191 -7.517
H -0.126 -2.708 -6.337
H 0.843 -2.158 -7.683
H 0.514 -1.014 -6.412
H 2.876 -2.294 -4.040
H 1.522 -1.104 -4.317
H 1.083 -2.706 -3.973
C -3.192 2.426 0.955
O -3.163 1.216 1.109
N -4.328 3.129 0.831
C -4.280 4.577 0.682
C -5.640 2.530 0.787
H -2.295 3.060 0.884
H -3.326 4.966 0.337
H -4.672 5.112 1.550
H -4.995 4.849 -0.103
H -6.137 2.924 -0.104
H -5.558 1.448 0.769
H -6.275 2.812 1.631
C -1.454 -0.435 -1.018
O -1.805 -0.140 -2.159
N -0.201 -0.521 -0.585
C 0.089 -0.732 0.822
C 0.916 -0.225 -1.467
H -2.170 -0.566 -0.197
H 0.281 0.277 1.197
H 0.918 -1.397 1.058
H -0.807 -1.146 1.289
H 1.793 0.048 -0.879
H 1.207 -1.030 -2.138
H 0.596 0.639 -2.055
C -0.483 -2.039 4.789
O 0.443 -1.324 5.137
N -1.257 -2.731 5.644
C -1.290 -2.564 7.083
C -2.109 -3.822 5.146
H -0.822 -2.207 3.756
H -0.515 -1.841 7.339
H -0.941 -3.475 7.581
H -2.311 -2.352 7.394
H -1.768 -4.221 4.196
H -2.043 -4.681 5.820
H -3.132 -3.450 5.188
C 0.529 5.592 -0.028
O 0.169 6.367 -0.890
N 0.618 4.252 -0.203
C 0.226 3.580 -1.422
C 1.071 3.396 0.874
H 0.727 5.937 0.996
H 1.115 3.117 -1.863
H -0.202 4.227 -2.180
H -0.464 2.770 -1.174
H 1.906 2.792 0.513
H 1.313 3.999 1.749
H 0.284 2.732 1.249
C 1.763 2.259 4.918
O 2.415 3.128 5.474
N 0.429 2.309 4.736
C -0.296 1.401 3.864
C -0.376 3.360 5.279
H 2.163 1.334 4.478
H 0.332 0.641 3.404
H -0.737 1.961 3.037
H -1.027 0.888 4.489
H -0.767 3.968 4.450
H -1.271 2.943 5.755
H 0.153 3.966 6.007
C -5.146 3.674 -3.501
O -5.527 4.343 -2.551
N -3.986 3.017 -3.600
C -3.668 2.165 -4.727
C -2.961 3.063 -2.567
H -5.782 3.546 -4.395
H -4.463 2.105 -5.468
H -3.375 1.157 -4.432
H -2.807 2.630 -5.222
H -2.931 2.144 -1.978
H -2.013 3.261 -3.060
H -3.213 3.882 -1.894
C 4.021 2.113 -2.461
O 3.255 1.175 -2.537
N 3.707 3.346 -2.033
C 4.713 4.378 -1.783
C 2.374 3.682 -1.599
H 5.076 2.025 -2.760
H 5.683 4.089 -2.181
H 4.716 4.586 -0.714
H 4.429 5.301 -2.290
H 2.218 4.759 -1.552
H 1.620 3.310 -2.297
H 2.047 3.277 -0.635
C 3.965 0.337 1.714
O 2.849 0.457 2.168
N 4.888 1.337 1.776
C 6.219 1.193 1.254
C 4.598 2.654 2.303
H 4.359 -0.539 1.182
H 6.982 1.021 2.019
H 6.524 1.996 0.583
H 6.292 0.272 0.661
H 4.420 3.379 1.501
H 3.742 2.738 2.970
H 5.452 2.987 2.895
C 1.753 -3.961 2.882
O 1.124 -4.789 2.235
N 2.394 -4.279 4.023
C 2.706 -3.257 5.024
C 2.226 -5.630 4.545
H 1.920 -2.905 2.626
H 2.032 -3.360 5.873
H 2.546 -2.283 4.568
H 3.739 -3.407 5.338
H 1.285 -5.779 5.075
H 2.303 -6.352 3.737
H 3.064 -5.827 5.216
*
```

=====

<Q>
Density functional theory data (wB97M-V/def2-TZVPD) for 13 unconnected molecules or ions with the total composition C39H91N13O13.

Output
- Orbital gap: 9.45 eV
- HOMO energy: -0.3333 Eh
- Molar mass: 950.23 g/mol

```
! RIJCOSX wB97M-V def2-TZVPD def2/J DEFGRID3
* xyz 0 1
C 6.775 4.412 -6.140
O 5.811 5.221 -6.103
N 7.964 4.678 -6.685
C 9.056 3.654 -6.984
C 8.259 6.070 -7.274
H 6.723 3.420 -5.665
H 8.783 2.610 -7.138
H 9.797 3.603 -6.186
H 9.607 3.958 -7.874
H 7.480 6.829 -7.206
H 9.170 6.421 -6.790
H 8.519 5.977 -8.328
C 1.923 -1.846 -10.584
O 2.816 -1.308 -9.883
N 0.570 -1.622 -10.487
C -0.418 -2.430 -11.198
C 0.020 -0.598 -9.637
H 2.133 -2.653 -11.304
H -0.734 -1.789 -12.022
H -1.275 -2.442 -10.525
H -0.077 -3.429 -11.469
H -0.351 -1.124 -8.758
H 0.846 0.028 -9.298
H -0.881 -0.071 -9.950
C -3.461 -0.593 10.956
O -3.436 0.317 10.193
N -2.980 -1.815 10.699
C -2.685 -2.666 11.836
C -2.264 -2.053 9.434
H -3.768 -0.576 12.013
H -3.242 -2.387 12.729
H -1.637 -2.646 12.138
H -2.871 -3.713 11.595
H -2.487 -3.078 9.136
H -2.599 -1.445 8.594
H -1.196 -1.903 9.592
C -7.533 4.318 -2.724
O -6.514 3.960 -3.283
N -8.533 5.077 -3.300
C -9.854 5.303 -2.663
C -8.374 5.557 -4.706
H -7.741 4.106 -1.664
H -9.787 4.819 -1.688
H -10.669 4.703 -3.068
H -10.053 6.370 -2.570
H -8.476 6.642 -4.745
H -7.442 5.184 -5.132
H -9.117 5.019 -5.294
C 3.171 2.387 9.056
O 3.924 2.327 8.092
N 3.573 2.813 10.284
C 2.710 2.713 11.422
C 4.876 3.265 10.606
H 2.103 2.121 9.091
H 1.695 2.852 11.052
H 2.819 3.655 11.959
H 2.797 1.831 12.057
H 5.540 3.483 9.770
H 4.676 4.220 11.090
H 5.391 2.637 11.334
C -8.084 0.242 4.191
O -8.513 1.252 3.582
N -8.030 -1.037 3.678
C -7.396 -2.120 4.292
C -8.559 -1.352 2.327
H -7.801 0.268 5.255
H -7.381 -1.873 5.354
H -6.352 -2.193 3.990
H -7.884 -3.090 4.193
H -7.792 -1.812 1.703
H -9.385 -2.064 2.321
H -9.058 -0.481 1.904
C 3.675 -7.089 7.680
O 4.058 -6.808 8.745
N 3.625 -8.400 7.251
C 3.154 -8.715 5.869
C 4.537 -9.422 7.882
H 3.212 -6.357 7.000
H 4.047 -8.821 5.254
H 2.490 -7.995 5.392
H 2.656 -9.682 5.948
H 4.871 -9.247 8.905
H 4.012 -10.368 7.748
H 5.480 -9.518 7.344
C -6.075 -3.052 -7.016
O -5.067 -3.552 -6.454
N -6.755 -3.661 -7.942
C -7.807 -2.964 -8.616
C -6.488 -5.106 -8.399
H -6.420 -2.018 -6.863
H -7.649 -2.879 -9.691
H -8.031 -1.932 -8.346
H -8.745 -3.479 -8.410
H -5.852 -5.061 -9.283
H -6.071 -5.775 -7.646
H -7.472 -5.494 -8.659
C 10.025 -5.312 2.303
O 10.664 -6.322 2.139
N 9.482 -4.989 3.517
C 8.530 -3.935 3.597
C 9.831 -5.741 4.801
H 9.785 -4.690 1.427
H 8.137 -3.637 2.626
H 8.914 -3.042 4.091
H 7.644 -4.243 4.151
H 8.881 -5.935 5.300
H 10.369 -6.683 4.698
H 10.488 -5.113 5.404
C -2.739 9.295 -8.373
O -3.678 9.527 -7.611
N -1.788 8.404 -8.003
C -0.771 7.876 -8.876
C -1.692 7.825 -6.703
H -2.714 9.704 -9.394
H -1.038 8.068 -9.915
H -0.622 6.802 -8.764
H 0.259 8.163 -8.667
H -0.864 8.281 -6.160
H -2.627 8.044 -6.187
H -1.672 6.735 -6.675
C -0.972 7.210 2.518
O -0.267 7.963 1.809
N -0.913 7.076 3.880
C -1.928 6.350 4.616
C 0.009 7.894 4.675
H -1.801 6.563 2.191
H -2.491 5.604 4.055
H -2.641 7.041 5.065
H -1.414 5.622 5.242
H -0.441 8.877 4.812
H 0.353 7.445 5.608
H 0.948 8.144 4.182
C 1.701 -6.672 -2.541
O 1.442 -7.666 -1.848
N 2.946 -6.235 -2.756
C 3.184 -5.253 -3.806
C 4.073 -6.756 -2.052
H 0.919 -6.029 -2.973
H 2.270 -4.682 -3.968
H 3.400 -5.865 -4.682
H 4.030 -4.585 -3.648
H 4.890 -7.174 -2.640
H 4.542 -5.931 -1.515
H 3.858 -7.581 -1.373
C 1.225 -0.673 1.080
O 0.696 -1.455 1.848
N 0.517 0.086 0.160
C -0.921 -0.114 0.016
C 1.215 0.849 -0.883
H 2.301 -0.441 1.081
H -1.348 -0.880 0.664
H -1.110 -0.449 -1.004
H -1.484 0.804 0.182
H 1.238 0.239 -1.787
H 0.710 1.758 -1.209
H 2.234 1.120 -0.609
*
```

=====

Which structure is the most stable? The one labeled <Q>.

=====

<P>
Density functional theory data (wB97M-V/def2-TZVPD) for a molecular structure, C3H5CuO3.

Output
- Orbital gap (spin up / spin down): 10.29 / 7.82 eV
- HOMO energy (spin up / spin down): -0.5749 / -0.5633 Eh
- Molar mass: 152.62 g/mol

```
! RIJCOSX wB97M-V def2-TZVPD def2/J DEFGRID3
* xyz 1 2
Cu 1.398 0.475 0.493
O 1.335 -1.350 -0.433
O -0.553 -0.769 0.474
C -1.697 0.096 0.226
C -1.124 1.503 0.009
O 0.169 1.377 -0.507
C 0.108 -1.244 -0.586
H -2.162 -0.248 -0.707
H -2.405 0.014 1.056
H -1.193 2.075 0.952
H -1.785 2.027 -0.703
H -0.455 -1.715 -1.405
*
```

=====

<Q>
Density functional theory data (wB97M-V/def2-TZVPD) for a molecular structure, C3H5CuO3.

Output
- Orbital gap (spin up / spin down): 8.60 / 6.55 eV
- HOMO energy (spin up / spin down): -0.5190 / -0.5169 Eh
- Molar mass: 152.62 g/mol

```
! RIJCOSX wB97M-V def2-TZVPD def2/J DEFGRID3
* xyz 1 2
H -1.637 -0.036 1.377
C -1.658 -0.189 0.230
C -0.401 -0.834 -0.326
O 0.660 0.118 -0.192
C 1.882 -0.303 0.099
O 2.600 0.785 0.110
H -2.590 -0.728 -0.010
H -0.522 -1.048 -1.395
H -0.146 -1.756 0.207
H 3.525 0.572 0.287
Cu 0.033 2.270 -0.445
O -1.746 1.150 0.057
*
```

=====

Which structure is the most stable? The one labeled <P>.

=====

<P>
Density functional theory data (wB97M-V/def2-TZVPD) for a molecular structure, C3H3FO2Sm.

Output
- Orbital gap (spin up / spin down): 8.89 / 9.17 eV
- HOMO energy (spin up / spin down): -0.6891 / -0.6919 Eh
- Molar mass: 240.41 g/mol

```
! RIJCOSX wB97M-V def2-TZVPD def2/J DEFGRID3
* xyz 2 7
H -0.194 -1.692 -0.459
F -1.526 1.386 -0.447
O -0.144 0.530 1.121
O 1.078 -0.112 -0.534
C -1.117 0.221 0.094
C -0.253 -0.612 -0.843
C 1.001 0.025 0.754
H -1.964 -0.291 0.559
H -0.437 -0.434 -1.906
Sm 3.557 0.979 1.661
*
```

=====

<Q>
Density functional theory data (wB97M-V/def2-TZVPD) for a molecular structure, C3H3FO2Sm.

Output
- Orbital gap (spin up / spin down): 6.77 / 6.99 eV
- HOMO energy (spin up / spin down): -0.6162 / -0.6162 Eh
- Molar mass: 240.41 g/mol

```
! RIJCOSX wB97M-V def2-TZVPD def2/J DEFGRID3
* xyz 2 7
F 3.547 -0.606 -0.362
H 2.613 -0.350 -0.212
H 3.179 -5.521 -1.454
O 3.480 -6.264 0.485
O 1.955 -4.930 1.199
C 3.406 -5.140 -0.446
C 2.341 -4.303 0.098
C 2.620 -6.118 1.388
H 4.383 -4.614 -0.465
Sm 1.977 -7.788 3.538
*
```

=====

Which structure is the most stable? The one labeled <P>.

=====

<P>
Density functional theory data (wB97M-V/def2-TZVPD) for 2 unconnected molecules or ions with the total composition C5H16N2O.

Output
- Orbital gap: 11.44 eV
- HOMO energy: -0.6669 Eh
- Molar mass: 120.20 g/mol

```
! RIJCOSX wB97M-V def2-TZVPD def2/J DEFGRID3
* xyz 2 1
C 0.884 0.200 -1.638
C 0.401 -0.853 -0.717
C -0.703 -0.431 0.275
C -0.062 -0.177 1.615
C 0.566 -1.091 2.387
N -0.149 1.197 1.862
N -0.258 -1.924 -1.696
H 1.534 -0.233 -2.475
H 1.567 0.960 -1.245
H 0.099 0.724 -2.186
H 1.262 -1.319 -0.263
H -1.521 -1.233 0.525
H -1.167 0.459 -0.041
H 0.886 -0.944 3.458
H 0.767 -2.195 2.010
H 0.390 1.659 1.105
H -1.124 1.603 1.994
H 0.204 1.389 2.765
H 0.314 -2.090 -2.522
H -0.432 -2.839 -1.250
H -1.030 -1.395 -2.164
H -0.537 3.579 -0.697
H -1.439 2.329 -0.650
O -0.451 2.623 -0.453
*
```

=====

<Q>
Density functional theory data (wB97M-V/def2-TZVPD) for 2 unconnected molecules or ions with the total composition C5H16N2O.

Output
- Orbital gap: 11.88 eV
- HOMO energy: -0.6773 Eh
- Molar mass: 120.20 g/mol

```
! RIJCOSX wB97M-V def2-TZVPD def2/J DEFGRID3
* xyz 2 1
C -2.866 0.089 0.621
C -1.714 -0.188 -0.331
C -0.360 0.043 0.316
C 0.881 0.187 -0.545
C 1.439 -0.749 -1.284
N 1.651 1.431 -0.344
N -1.855 -1.691 -0.737
H -3.828 -0.050 0.140
H -2.738 1.060 1.077
H -2.853 -0.636 1.449
H -1.913 0.346 -1.250
H -0.229 -0.692 1.104
H -0.447 0.913 0.956
H 2.401 -0.683 -1.768
H 0.972 -1.683 -1.557
H 2.309 1.577 -1.119
H 1.107 2.289 -0.266
H 2.277 1.366 0.513
H -2.413 -2.111 0.022
H -2.412 -1.824 -1.580
H -0.932 -2.123 -0.775
H 3.396 0.664 2.296
H 4.475 1.468 1.646
O 3.653 0.997 1.418
*
```

=====

Which structure is the most stable? The one labeled <Q>.